(1)
Below is a cluster of 11 separate species, H22O11 in total, with properties calculated with ωB97M-V/def2-TZVPD.

Geometry (Å):
O -0.45507 -0.07188 -0.45710
O 1.29472 -2.33895 -0.30008
O 2.74354 -0.49689 1.18214
O 2.39167 2.58036 1.60212
O -0.57132 -0.32531 -3.91793
O 1.18469 2.61753 -1.79046
O -2.96545 -0.89365 -1.37519
O -0.34077 2.71876 0.67869
O -1.18875 -3.99554 -0.54495
O -2.20129 0.81752 1.88739
O -0.70642 -1.62136 2.52977
H -0.62388 -1.04117 -3.27507
H -0.56069 -4.72368 -0.58038
H 0.20659 -1.32005 2.50473
H -3.22273 -0.01952 -1.68628
H 0.20240 0.54448 -0.11855
H -0.71834 -3.25148 -0.93026
H 0.53098 2.61983 -1.06934
H 0.22375 -0.51113 -4.42857
H -2.81628 0.45030 1.23081
H 2.94564 3.28164 1.24382
H -1.21368 -0.88895 2.14076
H -2.72388 0.91314 2.69468
H -2.11235 -0.75020 -0.93112
H 0.00906 -0.93372 -0.47403
H -1.03293 2.16385 1.09277
H 1.49652 2.75733 1.25025
H 2.02524 -1.83278 0.11931
H 1.40108 3.54446 -1.93488
H 2.69715 0.43218 1.45912
H 2.90379 -0.98917 1.99744
H -0.53006 3.61531 0.98439
H 1.72708 -3.05127 -0.78397

- Calculated total energy: -840.83471 Eh
- Frontier orbital gap: 10.63 eV
- Max |F|: 0.0125 hartree/bohr
- SMILES: O.O.O.O.O.O.O.O.O.O.O
- Relative energy (zero: lowest compared OMol25 entry of this formula, charge and spin): 119.26 kJ/mol

(2)
Below is a cluster of 11 separate species, H22O11 in total at a distorted geometry, with properties calculated with ωB97M-V/def2-TZVPD.

Geometry (Å):
O 1.04800 23.30200 -2.31100
O -2.89500 22.46800 1.74200
O -2.14900 25.77000 -1.93100
O -4.69600 24.58300 -2.57700
O -0.96900 25.25500 1.95700
O -0.35900 20.59600 -1.69000
O -3.42800 22.43800 -1.23900
O -0.35400 21.67400 0.99900
O -1.23400 23.50900 -3.78300
O -1.10000 23.74000 -0.53800
O 0.81300 26.34900 -0.37700
H -0.46700 21.01700 -0.81800
H 0.33900 22.21000 0.68100
H -1.84100 25.04000 -1.36400
H -1.48300 26.46800 -1.85500
H -3.50400 21.67100 -0.63300
H -4.57400 23.66400 -2.49900
H 0.36000 23.16400 -2.99200
H -3.44700 22.08400 -2.10600
H -1.47900 24.38700 -3.41100
H 0.52500 26.18200 -1.29700
H 0.56900 20.58500 -1.89100
H -1.07500 22.26400 1.23800
H 0.17200 26.93700 -0.01800
H -2.01700 22.96300 -3.69800
H -1.88700 23.27100 -0.69000
H -3.05400 21.64800 2.20800
H -3.82200 24.71400 -2.18000
H -3.71700 22.97500 1.67600
H -1.06200 24.43500 2.40700
H -0.45100 23.42800 -1.17600
H -0.73400 25.11200 1.07500
H 1.28900 24.21200 -2.45300

- Calculated total energy: -840.81962 Eh
- Frontier orbital gap: 10.90 eV
- Max |F|: 0.0547 hartree/bohr
- SMILES: O.O.O.O.O.O.O.O.O.O.O
- Relative energy (zero: lowest compared OMol25 entry of this formula, charge and spin): 158.87 kJ/mol

(3)
Below is a cluster of 11 separate species, H22O11 in total at a distorted geometry, with properties calculated with ωB97M-V/def2-TZVPD.

Geometry (Å):
O -0.32887 0.01054 -0.86627
O -2.54811 -3.22590 0.21670
O 3.73922 3.57906 1.45028
O 2.11121 0.91170 -2.79783
O 1.03490 -1.87075 -2.91141
O 0.38847 -3.26484 -0.67439
O 3.18418 -2.82208 2.49331
O -3.45047 -0.09888 2.11647
O 0.53740 2.28819 2.62798
O -1.00637 4.28879 0.91694
O -3.52172 0.50281 -2.73931
H 1.68215 0.15490 -2.74940
H 0.73706 -3.67827 0.02401
H 1.50440 2.47395 2.61421
H -2.67881 0.02030 -2.82820
H 0.75635 -2.36309 -1.97683
H 3.53816 -2.18942 1.88066
H -2.67505 -2.23103 0.52910
H 2.81464 3.64716 1.45665
H -3.47127 0.20276 3.01934
H -0.57792 -3.36902 -0.45692
H -0.02745 4.52497 1.19089
H -0.70472 3.49826 0.49116
H -0.11773 0.55354 -1.62453
H 1.25054 -2.42347 -3.53698
H -4.20156 -0.18339 -2.78182
H 2.84486 1.13376 -2.17286
H -3.47882 -3.57771 0.14334
H 2.27233 -2.87183 2.60051
H 4.08074 3.00026 2.09452
H -1.13741 -0.42983 -0.61730
H -4.19433 0.35369 1.60416
H 0.66512 1.36437 2.43649

- 2S+1: 2
- Calculated total energy: -840.30751 Eh
- Frontier orbital gap (alpha / beta): 10.98 / 2.23 eV
- Max |F|: 0.1866 hartree/bohr
- Relative energy (zero: lowest compared OMol25 entry of this formula, charge and spin): 435.98 kJ/mol
- Total charge: +1

(4)
Below is a cluster of 11 separate species, H22O11 in total at a distorted geometry, with properties calculated with ωB97M-V/def2-TZVPD.

Geometry (Å):
O -2.01571 -1.75190 -3.00229
O -3.37077 1.25000 0.25100
O 1.14343 -0.75411 -2.63820
O -0.16798 -0.53347 0.20135
O 2.68935 -1.46059 -0.36222
O 3.44182 0.42561 1.55174
O -2.67745 -1.40993 0.42124
O -1.25700 1.97906 2.24660
O 1.62476 2.30295 -1.13793
O 1.27019 1.99752 1.58118
O -0.00365 -3.03453 -0.88300
H 2.26610 3.00884 -1.05655
H 2.05936 -1.29498 -1.06359
H 2.76444 1.09547 1.45863
H -2.37343 -1.57250 1.31419
H -1.05521 -0.83365 0.39868
H -1.38063 1.45406 3.03738
H 1.06144 -1.29092 -3.42647
H 4.26229 0.88892 1.38319
H 0.25563 -0.43873 -2.46921
H 0.04117 0.07786 0.90757
H 2.59294 -0.71345 0.22831
H -0.08392 -3.57790 -0.09908
H -1.92916 -2.09745 -2.11384
H -2.56813 1.60215 -0.13368
H -3.27047 -2.13745 0.23343
H -3.19744 0.31418 0.35314
H -2.44309 -0.90294 -2.88902
H 1.72719 2.57281 2.19472
H -1.40213 2.88105 2.53226
H 0.34201 2.12973 1.77416
H 0.13802 -2.14918 -0.54786
H 1.51602 1.97346 -0.24583

- 2S+1: 2
- Calculated total energy: -840.45123 Eh
- Frontier orbital gap (alpha / beta): 10.39 / 3.83 eV
- Max |F|: 0.0648 hartree/bohr
- Relative energy (zero: lowest compared OMol25 entry of this formula, charge and spin): 58.66 kJ/mol
- Total charge: +1